# 1
{"formula": "C21H45F6NNiO34S10", "method": "the ωB97M-V functional and the def2-TZVPD basis", "symbols": ["Ni", "C", "F", "F", "F", "S", "O", "O", "N", "S", "O", "O", "C", "F", "F", "F", "O", "H", "O", "S", "O", "O", "C", "C", "C", "H", "H", "H", "H", "H", "H", "H", "H", "O", "S", "O", "O", "C", "C", "C", "H", "H", "H", "H", "H", "H", "H", "H", "O", "S", "O", "O", "C", "C", "C", "H", "H", "H", "H", "H", "H", "H", "H", "C", "C", "O", "S", "O", "O", "O", "H", "H", "H", "H", "C", "C", "O", "S", "O", "O", "O", "H", "H", "H", "H", "C", "C", "O", "S", "O", "O", "O", "H", "H", "H", "H", "C", "C", "O", "S", "O", "O", "O", "H", "H", "H", "H", "C", "C", "O", "S", "O", "O", "O", "H", "H", "H", "H"], "coordinates": [[-1.938, 1.641, -2.037], [-1.241, -3.109, 0.639], [-1.841, -3.563, -0.452], [-2.117, -2.869, 1.597], [-0.356, -4.069, 1.031], [-0.384, -1.447, 0.240], [-1.030, -0.442, 1.085], [0.997, -1.679, 0.608], [-0.644, -0.998, -1.485], [0.627, -1.776, -2.107], [1.821, -0.930, -2.159], [0.780, -3.163, -1.658], [0.119, -2.020, -3.911], [-1.153, -2.370, -4.127], [0.422, -0.915, -4.600], [0.922, -2.970, -4.374], [-0.630, 3.170, -0.185], [-0.303, 2.955, 0.711], [1.837, 5.534, -3.510], [1.489, 4.571, -4.541], [0.452, 3.509, -4.324], [1.278, 5.335, -6.005], [1.943, 6.606, -6.200], [1.209, 7.740, -5.606], [3.032, 3.771, -5.118], [1.953, 6.780, -7.276], [2.955, 6.570, -5.797], [1.533, 8.667, -6.080], [1.435, 7.851, -4.545], [0.124, 7.844, -5.615], [3.612, 4.670, -5.329], [2.995, 3.151, -6.013], [3.452, 3.258, -4.253], [-6.757, 2.446, -0.339], [-5.787, 1.679, 0.415], [-4.430, 1.506, -0.102], [-5.703, 2.411, 1.893], [-4.439, 3.083, 2.094], [-4.741, 4.399, 2.921], [-6.416, -0.033, 0.712], [-4.027, 3.491, 1.171], [-3.670, 2.493, 2.591], [-3.934, 5.125, 3.011], [-5.055, 4.097, 3.920], [-5.427, 5.139, 2.509], [-5.850, -0.663, 1.399], [-6.274, -0.489, -0.267], [-7.455, -0.092, 1.034], [-4.266, 1.177, -4.512], [-5.613, 0.975, -5.150], [-6.598, 0.066, -4.489], [-6.417, 2.434, -5.295], [-7.795, 2.512, -5.673], [-8.330, 4.004, -5.542], [-5.272, 0.499, -6.890], [-8.433, 1.913, -5.024], [-7.952, 2.180, -6.699], [-7.771, 4.798, -6.038], [-8.338, 4.222, -4.474], [-9.365, 4.078, -5.873], [-4.777, -0.465, -6.774], [-4.600, 1.257, -7.295], [-6.183, 0.353, -7.470], [7.873, 0.002, -3.181], [8.814, -0.946, -3.948], [8.039, -1.285, -5.044], [6.483, -1.638, -4.525], [6.312, -2.969, -3.977], [5.604, -1.205, -5.646], [6.556, -0.445, -3.378], [7.962, 1.055, -3.446], [8.080, -0.009, -2.111], [9.176, -1.846, -3.452], [9.707, -0.503, -4.389], [1.918, 3.408, 5.326], [0.784, 2.515, 4.801], [-0.241, 2.734, 5.775], [-0.108, 4.200, 6.578], [-0.607, 4.069, 7.963], [-0.606, 5.274, 5.731], [1.537, 4.101, 6.552], [2.021, 4.264, 4.659], [2.814, 2.847, 5.592], [1.040, 1.455, 4.804], [0.466, 2.784, 3.794], [-0.778, -2.486, 6.878], [0.407, -3.135, 6.224], [1.221, -3.546, 7.334], [0.293, -3.739, 8.737], [1.119, -3.474, 9.890], [-0.570, -4.904, 8.685], [-0.562, -2.412, 8.199], [-1.643, -3.147, 6.927], [-1.016, -1.489, 6.506], [0.910, -2.602, 5.417], [0.169, -4.066, 5.709], [6.647, -1.724, 4.215], [5.469, -0.770, 4.245], [4.844, -0.832, 5.526], [5.978, -1.008, 6.639], [5.507, -1.803, 7.779], [6.634, 0.246, 6.914], [6.860, -1.968, 5.600], [7.565, -1.230, 3.897], [6.561, -2.636, 3.625], [4.707, -0.999, 3.500], [5.804, 0.263, 4.159], [0.588, -10.125, 0.111], [0.715, -8.940, 1.095], [-0.191, -9.165, 2.094], [-1.546, -9.947, 1.551], [-2.461, -8.958, 0.955], [-2.014, -10.898, 2.602], [-0.666, -10.765, 0.399], [1.388, -10.842, 0.296], [0.611, -9.719, -0.900], [0.461, -7.934, 0.762], [1.688, -9.003, 1.582]], "lowdin_spin": [0.996, 0.000, 0.000, 0.000, 0.000, 0.000, -0.001, 0.000, 0.000, 0.000, 0.000, 0.000, 0.000, 0.000, 0.000, 0.000, 0.982, 0.021, 0.000, 0.000, 0.000, 0.000, 0.000, 0.000, 0.000, 0.000, 0.000, 0.000, 0.000, 0.000, 0.000, 0.000, 0.000, 0.000, 0.000, 0.000, 0.000, 0.000, 0.000, 0.000, 0.001, 0.000, 0.000, 0.000, 0.000, 0.000, 0.000, 0.000, 0.001, 0.000, 0.000, 0.000, 0.000, 0.000, 0.000, 0.000, 0.000, 0.000, 0.000, 0.000, 0.000, 0.000, 0.000, 0.000, 0.000, 0.000, 0.000, 0.000, 0.000, 0.000, 0.000, 0.000, 0.000, 0.000, 0.000, 0.000, 0.000, 0.000, 0.000, 0.000, 0.000, 0.000, 0.000, 0.000, 0.000, 0.000, 0.000, 0.000, 0.000, 0.000, 0.000, 0.000, 0.000, 0.000, 0.000, 0.000, 0.000, 0.000, 0.000, 0.000, 0.000, 0.000, 0.000, 0.000, 0.000, 0.000, 0.000, 0.000, 0.000, 0.000, 0.000, 0.000, 0.000, 0.000, 0.000, 0.000, 0.000, 0.000], "multiplicity": 3, "homo_energy_ev": [-9.7, -9.6], "orbital_gap_ev": [7.878, 6.072], "s2": 2.005, "fmax_ev_per_a": 6.0, "lumo_ha": [-0.0653, -0.1315]}



# 2
{"formula": "C21H45OP3PtSe", "method": "the ωB97M-V functional and the def2-TZVPD basis", "symbols": ["Pt", "P", "P", "P", "H", "C", "C", "H", "C", "C", "C", "C", "C", "C", "C", "C", "C", "H", "H", "H", "H", "H", "H", "H", "H", "H", "H", "H", "H", "H", "H", "H", "H", "H", "H", "H", "H", "H", "H", "H", "H", "H", "H", "H", "H", "H", "C", "C", "C", "C", "C", "C", "Se", "H", "H", "H", "H", "H", "H", "C", "C", "C", "O", "C", "H", "H", "H", "H", "H", "H", "H", "H"], "coordinates": [[-0.545, -0.147, -1.115], [-2.713, -0.297, -0.237], [0.310, -2.241, -0.646], [0.242, 2.036, -0.830], [3.984, -1.174, 1.092], [4.167, -0.145, 1.441], [3.287, 0.480, 2.243], [2.340, 0.026, 2.530], [-3.935, -1.172, -1.272], [-2.689, -1.190, 1.354], [-3.338, 1.387, 0.086], [1.947, -2.631, -1.324], [0.408, -2.814, 1.079], [-0.813, -3.404, -1.480], [1.995, 2.324, -1.232], [0.147, 2.607, 0.898], [-0.691, 3.238, -1.812], [5.097, 0.349, 1.123], [3.455, 1.458, 2.708], [-4.904, -1.241, -0.752], [-3.577, -2.190, -1.485], [-4.064, -0.624, -2.216], [-3.613, -0.998, 1.921], [-1.832, -0.853, 1.955], [-2.603, -2.272, 1.183], [-4.385, 1.356, 0.420], [-3.274, 1.980, -0.836], [-2.733, 1.865, 0.871], [2.392, -3.426, -0.714], [2.600, -1.754, -1.297], [1.847, -2.974, -2.359], [-0.484, -3.397, 1.334], [0.495, -1.982, 1.788], [1.301, -3.441, 1.180], [-0.288, -4.360, -1.600], [-1.094, -3.023, -2.469], [-1.722, -3.566, -0.887], [2.236, 3.350, -0.918], [2.155, 2.224, -2.312], [2.636, 1.619, -0.686], [1.017, 3.251, 1.083], [0.164, 1.773, 1.614], [-0.771, 3.191, 1.037], [-0.013, 4.065, -2.062], [-1.533, 3.612, -1.216], [-1.062, 2.770, -2.738], [0.128, 0.167, -4.445], [1.364, -0.035, -3.812], [2.559, 0.198, -4.509], [2.518, 0.495, -5.869], [1.285, 0.519, -6.555], [0.097, 0.350, -5.851], [-1.483, 0.343, -3.444], [0.136, -0.444, 0.324], [1.360, -0.318, -2.753], [3.510, 0.120, -3.966], [3.444, 0.674, -6.409], [1.249, 0.690, -7.630], [-0.870, 0.408, -6.344], [-1.271, 0.795, 5.738], [-0.012, -0.040, 6.065], [0.606, -0.385, 4.704], [-0.266, 0.059, 3.644], [-1.444, 0.657, 4.221], [-2.153, 0.427, 6.266], [-1.114, 1.846, 6.002], [-0.287, -0.961, 6.586], [0.691, 0.518, 6.688], [1.585, 0.104, 4.577], [0.757, -1.472, 4.595], [-2.312, 0.014, 3.998], [-1.620, 1.627, 3.733]], "lowdin_spin": [0.598, 0.233, 0.223, 0.240, 0.000, 0.003, 0.002, 0.000, 0.048, 0.032, 0.045, 0.046, 0.005, 0.078, 0.048, 0.031, 0.058, 0.000, 0.000, 0.011, 0.001, 0.003, 0.008, 0.002, 0.000, 0.010, 0.002, 0.000, 0.008, 0.003, 0.001, 0.000, 0.001, 0.001, 0.016, 0.005, 0.000, 0.010, 0.000, 0.001, 0.006, 0.003, 0.000, 0.009, 0.000, 0.015, 0.179, 0.118, 0.037, 0.187, 0.011, 0.083, 0.520, 0.029, 0.032, -0.001, 0.007, -0.001, 0.002, 0.008, 0.010, 0.098, 0.610, 0.081, 0.000, 0.003, 0.004, 0.002, 0.051, 0.048, 0.049, 0.032], "multiplicity": 5, "homo_energy_ev": [-19.8, -20.0], "orbital_gap_ev": [8.460, 4.172], "s2": 6.031, "fmax_ev_per_a": 2.1, "relative_energy_kj_mol": 0.00, "lumo_ha": [-0.4151, -0.5832], "total_charge": 4}